No. 1
C30H53KN4O2SSi as an isolated structure, computed with ωB97M-V/def2-TZVPD.

The value obtained for the gap between HOMO and LUMO is 5.1 eV. The calculation puts the energy relative to the best compared isomer or geometry (same formula, charge and spin) at 10.87 kJ/mol. The value obtained for the lowest unoccupied orbital energy is 0.149 Ha.

ORCA input file:
```
! wB97M-V def2-TZVPD RIJCOSX def2/J DEFGRID3
* xyz -2 1
K -0.206 0.536 0.660
C -0.189 -5.017 1.534
C 1.322 -4.932 1.267
C 1.621 -5.362 -0.165
C 1.850 -3.548 1.610
C 1.591 -3.020 2.878
C 2.048 -1.769 3.251
C 2.796 -0.984 2.373
C 3.291 0.376 2.794
C 3.047 -1.496 1.106
C 2.578 -2.757 0.728
H -0.601 -5.940 1.119
H -0.732 -4.182 1.086
H -0.417 -5.010 2.601
H 1.831 -5.637 1.935
H 1.135 -4.694 -0.881
H 1.236 -6.371 -0.332
H 2.695 -5.371 -0.380
H 1.002 -3.595 3.584
H 1.805 -1.381 4.234
H 3.683 0.933 1.942
H 4.086 0.291 3.541
H 2.477 0.960 3.231
H 3.604 -0.897 0.392
H 2.775 -3.099 -0.282
N -4.563 -0.201 0.837
C -5.225 -1.457 0.462
C -4.400 -2.437 -0.380
C -3.187 -2.983 0.402
O -3.278 -4.163 0.810
O -2.245 -2.159 0.607
H -3.666 -0.451 1.247
H -4.322 0.305 -0.008
H -6.147 -1.201 -0.067
H -5.520 -1.964 1.384
H -4.051 -1.924 -1.279
H -5.025 -3.284 -0.670
C -0.582 2.417 -3.510
Si 0.640 2.479 -1.995
C 0.235 4.253 -1.337
C 2.298 2.922 -2.910
H -0.377 3.192 -4.268
H -1.611 2.563 -3.153
H -0.562 1.442 -4.016
H 0.266 5.019 -2.129
H 0.968 4.535 -0.569
H -0.752 4.294 -0.861
H 2.138 3.607 -3.759
H 2.831 2.040 -3.286
H 2.972 3.421 -2.201
C 2.146 4.114 3.039
N 1.621 4.368 4.379
C 0.986 5.672 4.441
C 0.726 3.284 4.842
C -0.584 3.113 4.092
C -1.691 3.837 4.548
C -2.924 3.747 3.905
C -3.032 2.923 2.793
C -1.910 2.219 2.360
C -0.643 2.254 2.972
H 2.697 4.996 2.699
H 1.365 3.877 2.306
H 2.840 3.271 3.072
H 1.721 6.442 4.187
H 0.632 5.858 5.460
H 0.127 5.779 3.761
H 0.533 3.479 5.905
H 1.291 2.353 4.766
H -1.596 4.481 5.422
H -3.778 4.308 4.265
H -3.986 2.808 2.283
H -2.058 1.588 1.479
C 2.153 -0.271 -4.699
N 1.117 -1.225 -5.113
C 1.634 -2.200 -6.066
C 0.506 -1.881 -3.994
S 1.399 -2.569 -2.779
N -0.829 -1.872 -4.032
C -1.594 -1.391 -5.172
C -1.630 -2.499 -2.988
H 2.462 0.294 -5.579
H 3.024 -0.771 -4.259
H 1.751 0.420 -3.963
H 2.390 -2.853 -5.611
H 2.084 -1.662 -6.902
H 0.821 -2.822 -6.451
H -0.950 -0.838 -5.843
H -2.397 -0.742 -4.819
H -2.049 -2.233 -5.705
H -1.069 -2.587 -2.065
H -1.962 -3.494 -3.300
H -2.505 -1.878 -2.809
*
```

=====

No. 2
C30H53N2O4PPdS2Si2 as an isolated structure, computed with ωB97M-V/def2-TZVPD.

As for the expectation value of S²: 6.047. The value obtained for the gap between HOMO and LUMO (alpha / beta) is 7.0 / 6.1 eV. The calculation puts the energy relative to the best compared isomer or geometry (same formula, charge and spin) at 0.00 kJ/mol. The value obtained for the lowest unoccupied orbital energy (alpha / beta) is 0.017 / -0.068 Ha.

ORCA input file:
```
! wB97M-V def2-TZVPD RIJCOSX def2/J DEFGRID3
* xyz 0 5
Pd -0.377 -0.296 -0.008
C 1.646 -0.563 2.831
Si -0.121 -0.305 2.337
C -0.759 1.273 3.082
C -1.173 -1.695 2.994
C -1.342 -1.916 4.369
C -2.149 -2.939 4.833
C -2.804 -3.766 3.926
C -2.648 -3.557 2.566
C -1.832 -2.521 2.080
Si -1.625 -2.287 0.220
C -3.392 -2.293 -0.439
C -0.837 -3.859 -0.371
H 1.715 -0.544 3.923
H 2.290 0.219 2.426
H 2.020 -1.526 2.480
H -0.522 1.286 4.151
H -1.841 1.328 2.965
H -0.323 2.160 2.620
H -0.840 -1.276 5.088
H -2.273 -3.095 5.898
H -3.434 -4.570 4.284
H -3.173 -4.210 1.876
H -3.596 -3.309 -0.787
H -3.553 -1.634 -1.291
H -4.117 -2.063 0.345
H -1.563 -4.643 -0.136
H 0.088 -4.085 0.156
H -0.647 -3.874 -1.444
C 0.774 2.714 -1.033
C 2.275 2.768 -1.289
C 3.024 3.059 0.017
C 2.836 1.545 -1.959
C 3.536 1.676 -3.127
C 4.185 0.584 -3.721
C 4.192 -0.668 -3.093
C 3.501 -0.884 -1.932
C 3.592 -2.210 -1.231
C 4.371 -2.079 0.082
C 2.236 -2.864 -0.991
C 2.726 0.218 -1.356
O 2.036 0.036 -0.325
H 0.432 3.679 -0.650
H 0.537 1.972 -0.270
H 0.206 2.479 -1.935
H 2.468 3.591 -1.983
H 2.873 2.247 0.731
H 2.651 3.981 0.466
H 4.095 3.171 -0.153
H 3.592 2.645 -3.608
H 4.702 0.718 -4.660
H 4.750 -1.483 -3.539
H 4.159 -2.862 -1.901
H 3.869 -1.380 0.753
H 5.386 -1.722 -0.092
H 4.431 -3.047 0.584
H 1.705 -2.373 -0.174
H 2.372 -3.917 -0.736
H 1.604 -2.813 -1.880
C -4.782 3.440 -0.410
N -3.392 3.114 -0.180
C -2.903 1.867 0.021
N -3.803 0.852 0.034
O -1.698 1.696 0.217
H -4.883 4.522 -0.441
H -5.414 3.068 0.398
H -5.146 3.045 -1.363
H -2.692 3.834 -0.202
H -4.706 0.960 -0.388
H -3.412 -0.078 0.036
C -3.311 0.917 -3.958
C -2.608 -0.020 -4.919
C -3.330 -0.184 -6.239
O -1.308 0.534 -5.198
P 0.084 -0.257 -4.952
S 1.449 0.554 -6.047
S -0.892 -0.869 -2.253
O -0.346 -1.754 -5.418
C 0.235 -2.921 -4.806
C 1.710 -3.041 -5.137
C -0.578 -4.096 -5.298
H -4.301 0.527 -3.712
H -3.424 1.905 -4.407
H -2.734 1.023 -3.036
H -2.490 -0.999 -4.451
H -3.457 0.784 -6.726
H -4.315 -0.628 -6.081
H -2.757 -0.832 -6.902
H 0.108 -2.828 -3.721
H 1.853 -3.137 -6.214
H 2.123 -3.921 -4.641
H 2.268 -2.162 -4.808
H -0.473 -4.201 -6.379
H -1.634 -3.956 -5.065
H -0.236 -5.016 -4.823
*
```

=====

No. 3
C30H53N3O18S2 as an isolated structure in a non-equilibrium geometry, computed with ωB97M-V/def2-TZVPD.

The value obtained for the gap between HOMO and LUMO is 7.7 eV. The value obtained for the lowest unoccupied orbital energy is -0.040 Ha.

ORCA input file:
```
! wB97M-V def2-TZVPD RIJCOSX def2/J DEFGRID3
* xyz 0 1
N 4.408 -1.651 3.011
C 4.444 -0.213 2.966
C 3.489 0.621 2.224
C 2.330 -0.123 1.467
C 0.962 0.692 1.533
C -0.184 -0.098 2.315
C -0.228 0.300 3.849
S -0.902 1.977 4.151
O -1.382 2.614 2.923
O -1.965 1.934 5.156
O 0.283 2.934 4.831
C 3.653 2.135 2.210
C 4.709 2.812 2.922
C 5.661 1.974 3.705
N 6.727 2.375 4.495
S 7.374 0.978 5.145
N 6.449 -0.267 4.489
C 5.549 0.468 3.742
H 4.027 -2.051 2.156
H 3.929 -1.981 3.849
H 2.606 -0.444 0.428
H 2.139 -1.081 2.040
H 1.070 1.668 2.096
H 0.651 0.974 0.492
H -1.168 0.114 1.815
H -0.001 -1.204 2.284
H 0.836 0.296 4.240
H -0.817 -0.451 4.431
H 1.154 2.492 4.744
H 2.885 2.710 1.629
H 4.815 3.918 2.892
C 0.509 2.154 -5.405
C -0.324 0.899 -5.235
O -0.592 0.640 -3.849
C -1.548 1.393 -3.296
O -2.190 2.249 -3.857
O -1.647 1.060 -2.004
C -2.566 1.866 -1.264
H 1.418 2.096 -4.803
H 0.784 2.295 -6.452
H -0.037 3.039 -5.073
H 0.235 0.040 -5.610
H -1.255 0.952 -5.804
H -3.547 1.889 -1.739
H -2.169 2.876 -1.155
H -2.672 1.426 -0.273
C -4.701 0.290 -4.463
C -6.101 0.470 -3.912
O -6.913 -0.686 -4.163
C -6.693 -1.730 -3.358
O -5.894 -1.776 -2.458
O -7.496 -2.735 -3.750
C -7.288 -3.953 -3.036
H -4.736 0.021 -5.522
H -4.118 1.204 -4.347
H -4.175 -0.518 -3.949
H -6.585 1.305 -4.420
H -6.087 0.706 -2.846
H -7.347 -3.796 -1.958
H -6.321 -4.380 -3.309
H -8.071 -4.652 -3.326
C 3.810 -3.717 -9.343
C 3.741 -3.670 -7.829
O 2.561 -2.988 -7.384
C 1.427 -3.695 -7.448
O 1.320 -4.831 -7.835
O 0.423 -2.907 -7.040
C -0.868 -3.506 -7.158
H 3.720 -2.713 -9.762
H 4.752 -4.158 -9.672
H 2.992 -4.310 -9.757
H 4.590 -3.103 -7.445
H 3.796 -4.669 -7.391
H -0.901 -4.477 -6.663
H -1.138 -3.604 -8.211
H -1.585 -2.845 -6.674
C 11.038 4.385 10.219
C 12.102 4.339 9.140
O 11.672 3.553 8.021
C 10.808 4.153 7.193
O 10.379 5.273 7.306
O 10.477 3.280 6.234
C 9.475 3.758 5.333
H 10.737 3.375 10.505
H 11.408 4.909 11.102
H 10.142 4.898 9.868
H 12.997 3.854 9.533
H 12.393 5.340 8.817
H 9.752 4.724 4.909
H 8.516 3.827 5.848
H 9.384 3.039 4.522
C -11.340 -2.361 3.288
C -10.595 -3.511 2.637
O -10.746 -3.486 1.212
C -9.992 -2.587 0.568
O -9.213 -1.821 1.075
O -10.279 -2.663 -0.738
C -9.615 -1.682 -1.536
H -12.386 -2.356 2.974
H -11.294 -2.439 4.375
H -10.914 -1.400 2.996
H -11.020 -4.456 2.977
H -9.538 -3.514 2.912
H -8.538 -1.696 -1.366
H -10.025 -0.693 -1.324
H -9.801 -1.916 -2.583
*
```